{
  "formula": "C38H77N2O13",
  "method": "the ωB97M-V functional and the def2-TZVPD basis",
  "elements": ["O", "H", "C", "H", "H", "C", "C", "H", "H", "H", "H", "C", "H", "C", "C", "O", "H", "C", "C", "H", "H", "H", "H", "H", "H", "H", "H", "H", "O", "C", "H", "H", "O", "C", "O", "C", "C", "C", "H", "C", "O", "C", "H", "C", "H", "H", "C", "C", "H", "H", "O", "H", "H", "H", "H", "O", "C", "H", "O", "H", "H", "H", "C", "C", "H", "H", "H", "H", "H", "H", "C", "H", "H", "H", "H", "C", "C", "H", "H", "C", "C", "H", "C", "O", "H", "C", "N", "H", "H", "H", "H", "H", "H", "H", "O", "H", "H", "H", "H", "H", "C", "C", "H", "C", "H", "H", "C", "H", "O", "C", "N", "H", "C", "H", "H", "H", "C", "C", "H", "H", "H", "C", "H", "C", "O", "H", "H", "H", "H", "H"],
  "coordinates": [[-4.042, -1.452, 1.884], [-0.055, 3.332, -5.546], [3.271, 0.873, 2.667], [-0.174, 1.349, -7.818], [-2.603, -1.914, -0.157], [-0.948, -1.654, 1.301], [5.600, 4.548, -5.518], [-3.359, 2.428, -6.179], [-0.967, -2.057, 2.337], [-1.174, -1.996, 10.417], [6.074, -6.597, 5.418], [-7.137, 2.554, -11.060], [-0.690, 0.418, -9.255], [-1.928, -2.534, 0.456], [0.306, 1.153, 0.237], [4.179, 3.032, 3.004], [4.305, -0.590, 4.564], [2.416, -1.351, 2.203], [2.293, 1.349, 1.795], [-1.295, -3.184, -0.186], [-2.043, -0.116, -7.295], [3.669, -8.112, 7.200], [3.900, 3.961, -3.228], [2.196, 3.902, -2.679], [-3.000, 0.090, 2.733], [-2.066, -3.384, 12.217], [2.464, -2.436, 2.350], [2.852, 2.620, -3.723], [0.450, -3.655, 9.085], [-2.654, 0.785, -7.397], [5.071, -4.663, 4.345], [3.990, 7.284, -5.369], [-5.683, 4.546, -8.930], [5.075, -6.286, 5.735], [-1.456, 1.844, -5.569], [-1.661, -2.590, 9.638], [4.181, 1.885, 3.346], [4.325, 1.979, 5.613], [-7.455, 3.606, -8.360], [-1.255, 2.666, -1.616], [5.103, 5.676, -4.817], [2.880, 3.690, -3.511], [-2.128, -5.085, 11.717], [-4.009, -2.872, 2.009], [3.682, -7.035, 8.609], [4.344, -6.891, 5.190], [0.389, -5.055, 8.864], [-4.921, 3.357, -8.754], [0.578, -5.274, 7.806], [-4.902, -3.274, 1.498], [5.000, 1.516, 4.405], [-7.504, 5.370, -8.533], [-3.661, 0.477, -7.699], [6.388, 4.097, -4.916], [1.167, -5.529, 9.462], [2.455, 4.382, -4.669], [3.740, -7.068, 7.522], [-4.761, 2.955, -10.872], [-2.151, 1.626, -8.428], [-4.425, -0.456, 3.717], [-5.210, 2.840, -7.833], [-1.201, 0.946, -2.813], [-0.674, -2.967, 8.550], [1.363, 0.493, 1.140], [2.227, 2.432, 1.625], [0.836, -2.825, 1.112], [-4.375, 1.588, -9.818], [-4.100, -3.161, 3.079], [-0.676, 1.217, 0.745], [4.748, 1.463, 6.488], [-6.896, 4.530, -8.197], [-8.172, 2.234, -10.948], [-7.095, 3.642, -10.962], [1.810, 6.283, -4.996], [2.794, 6.098, -3.537], [-5.050, 2.437, -9.953], [-1.114, 3.208, -5.775], [4.820, 3.801, -5.689], [3.944, -2.656, 6.782], [0.216, 0.586, -1.206], [0.518, -1.810, 0.805], [-2.455, -1.980, 9.196], [-2.729, -3.526, 1.366], [3.572, -4.375, 5.692], [-1.276, -0.607, 1.381], [3.350, -0.550, 2.864], [1.462, -0.825, 1.396], [-1.162, -3.561, 7.772], [3.235, 1.783, 5.560], [3.973, -4.173, 7.731], [1.185, 0.253, -1.626], [-1.695, 3.845, -5.099], [-3.874, 3.659, -8.657], [-1.286, 3.516, -6.809], [4.990, -6.523, 7.132], [5.633, -4.210, 5.962], [-2.106, -3.920, 2.194], [4.474, 3.072, 5.703], [3.931, -2.044, 3.963], [-0.652, -4.145, 11.432], [-3.592, -0.786, 3.066], [-2.747, 1.527, -6.077], [6.026, 4.859, -6.477], [4.901, -4.813, 5.417], [3.805, 5.881, -6.431], [-3.228, 0.874, -5.342], [-0.787, 1.370, -8.723], [-2.897, -1.453, 3.624], [-2.282, -3.740, 10.191], [-1.481, 3.692, -1.016], [4.327, -1.135, 3.699], [-1.666, 4.574, -0.417], [3.487, -3.645, 6.908], [-0.294, -2.049, 8.088], [-0.579, -5.469, 9.157], [-6.785, 2.259, -12.053], [2.691, 5.785, -4.581], [-0.456, 1.544, -2.250], [-6.691, 4.653, -7.128], [-0.431, -0.315, -1.154], [-3.046, -4.387, 0.751], [3.907, 6.193, -5.388], [2.903, -6.499, 7.109], [-1.743, -4.100, 11.455], [-6.367, 1.908, -10.059], [2.433, -3.513, 7.155], [-0.426, 2.169, -9.369], [0.607, -1.814, -0.298], [0.258, 1.910, -3.005], [0.635, 2.209, 0.139]],
  "atomic_forces_ev_per_a": [[0.16, -0.25, 0.63], [-0.02, -0.05, 0.03], [-0.17, -1.22, -0.18], [-0.02, -0.03, 0.01], [0.35, -0.36, 0.22], [-0.02, -0.25, 0.34], [0.11, 0.08, 0.04], [0.04, 0.00, -0.06], [0.09, 0.40, -0.47], [0.07, -0.04, -0.04], [-0.02, 0.01, -0.07], [-0.04, -0.12, 0.03], [0.09, -0.02, 0.04], [0.63, -0.74, 0.69], [1.00, 0.37, -0.29], [-0.40, -0.38, -0.37], [0.83, -0.07, -0.25], [0.73, 0.60, 0.41], [-0.12, -0.30, 0.02], [-0.48, 0.48, 0.02], [0.03, 0.04, 0.05], [-0.10, 0.01, -0.01], [-0.02, 0.03, 0.03], [0.08, 0.00, 0.11], [-0.46, -0.26, 0.32], [0.09, -0.01, 0.05], [-0.33, 0.50, -0.26], [-0.04, 0.03, -0.08], [-0.14, -0.16, -0.10], [-0.33, 0.34, -0.18], [0.07, -0.03, -0.01], [-0.05, 0.00, -0.04], [-0.20, -0.21, 0.14], [0.40, 0.08, 0.30], [-0.07, 0.18, -0.12], [-0.36, -0.22, -0.23], [0.83, 1.04, 0.24], [0.05, 0.64, 0.39], [0.02, -0.02, 0.02], [1.87, 0.21, -0.07], [-0.16, -0.24, -0.12], [-0.11, -0.04, -0.07], [-0.06, 0.04, -0.06], [-0.22, -0.45, -0.18], [0.09, 0.00, -0.03], [-0.04, 0.07, 0.00], [0.10, 0.02, 0.00], [0.25, 0.40, -0.38], [-0.07, -0.11, 0.00], [0.34, 0.34, 0.17], [-1.64, -0.75, -0.31], [0.08, 0.02, -0.01], [-0.01, -0.05, 0.05], [0.00, 0.09, 0.02], [0.02, 0.10, -0.01], [0.14, -0.05, 0.22], [0.09, -0.07, 0.08], [-0.03, 0.07, 0.05], [0.25, -0.12, 0.19], [0.36, -0.26, -0.36], [-0.08, -0.04, -0.05], [0.64, 0.22, 0.06], [0.31, 0.28, 0.26], [0.33, 1.25, 0.41], [0.05, -0.61, 0.06], [0.08, 0.69, -0.09], [0.08, 0.06, -0.02], [0.06, 0.12, -0.60], [0.48, -0.24, -0.40], [-0.02, 0.14, -0.53], [0.05, 0.11, -0.04], [0.05, -0.06, 0.03], [0.04, 0.00, -0.02], [0.00, 0.04, 0.02], [0.08, -0.02, -0.02], [-0.12, -0.41, 0.34], [0.13, 0.00, 0.15], [-0.01, 0.02, -0.04], [0.08, 0.01, 0.15], [-0.93, -0.53, 0.05], [-0.83, -0.81, -0.34], [0.03, 0.06, -0.01], [-0.47, 0.57, 0.01], [0.14, 0.22, 0.08], [0.18, -0.45, -0.26], [0.06, 0.84, -0.04], [0.02, -0.63, -0.18], [-0.05, -0.04, 0.07], [0.49, -0.04, 0.02], [0.05, 0.03, -0.03], [-0.30, 0.29, 0.50], [-0.01, 0.07, -0.07], [0.02, -0.09, 0.01], [-0.04, -0.01, 0.01], [-0.28, 0.09, -0.13], [-0.03, -0.06, 0.06], [0.02, 0.18, -0.63], [-0.07, -0.61, 0.03], [0.70, -0.04, -0.02], [0.00, 0.04, 0.00], [0.60, 0.01, -0.28], [0.24, -0.41, 0.19], [-0.03, -0.10, -0.04], [-0.27, -0.22, -0.34], [-0.05, -0.05, 0.03], [-0.07, 0.00, -0.03], [-0.04, 0.05, -0.12], [-0.47, 0.47, -0.06], [0.28, 0.03, 0.06], [-0.19, -0.25, 0.15], [-1.98, -0.14, 0.28], [-0.15, -0.50, -0.52], [-0.22, 0.03, -0.05], [-0.05, 0.02, -0.02], [-0.01, 0.02, -0.03], [-0.03, 0.10, -0.04], [-0.18, -0.05, -0.45], [-1.72, -0.09, 0.13], [-0.09, -0.06, 0.03], [0.41, 0.48, -0.18], [0.12, 0.33, 0.34], [0.18, 0.22, 0.40], [0.00, -0.01, -0.03], [-0.12, -0.04, 0.02], [-0.02, 0.26, -0.10], [0.01, -0.02, -0.04], [-0.09, -0.01, -0.01], [-0.04, 0.38, 0.64], [-0.31, 0.19, 0.52], [-0.16, -0.60, 0.21]],
  "mulliken_charge": [-0.4192, 0.1704, 0.2111, 0.2818, 0.2759, 0.6069, -0.6767, 0.3021, 0.5614, 0.3425, 0.4202, -0.7391, 0.3113, -0.7441, -1.0334, -0.4933, 0.2617, 0.0193, -0.5245, 0.5785, 0.4066, 0.3833, 0.4437, 0.2896, 0.1412, 0.3281, 0.4489, 0.2208, -0.3783, -0.6225, 0.3793, 0.3715, -0.4351, -0.7315, -0.1804, -0.6378, 0.5459, -0.7695, 0.3189, -0.7208, -0.3751, -0.8092, 0.2444, -0.4009, 0.2404, 0.3436, -0.7673, -0.0687, 0.3191, 0.3702, -0.3874, 0.2578, 0.4344, 0.2428, 0.2335, -0.2339, -0.6688, 0.3367, -0.2936, 0.2737, 0.2130, 0.2064, -0.4354, 0.7527, 0.5417, 0.4185, 0.2402, 0.3195, 0.3080, 0.2653, -0.7373, 0.2460, 0.3198, 0.3749, 0.3414, -0.4213, -0.8321, 0.2641, 0.2587, -0.2702, -1.9544, 0.3864, -0.8814, -0.3417, -0.2204, 0.1476, 0.2516, 0.3537, 0.3311, 0.3492, 0.4372, 0.3340, 0.2307, 0.4260, -0.3972, 0.3760, 0.3409, 0.3347, 0.0473, 0.2881, -0.6045, -0.5818, 0.3340, -0.4043, 0.3430, 0.3799, -0.8113, 0.3054, -0.3714, -0.0113, -0.4741, 0.4015, -0.5058, 0.3783, 0.3998, 0.3190, -0.5053, -0.0297, 0.3179, -0.0890, 0.3726, -0.6028, 0.2510, -0.6842, -0.3884, 0.0521, 0.2483, 0.3718, 0.0886, 0.4809],
  "charge": 1,
  "homo_lumo_gap_ev": 5.7,
  "fmax_ha_per_bohr": 0.03905,
  "lumo_energy_ha": -0.1615,
  "homo_ha": -0.372,
  "total_energy_ha": -2581.149494
}